No. 1
{"formula": "C4H12", "method": "ωB97M-V/def2-TZVPD", "elements": ["C", "C", "H", "H", "H", "H", "H", "H", "C", "C", "H", "H", "H", "H", "H", "H"], "coordinates": [[2.456, -1.124, 1.198], [2.439, -0.764, -0.287], [3.424, -1.009, 1.692], [1.841, -0.316, 1.677], [1.905, -2.167, 1.277], [3.166, -0.079, -0.689], [1.544, -0.319, -0.538], [2.726, -1.783, -0.891], [-2.110, 0.497, -0.960], [-2.774, 1.401, 0.055], [-2.849, -0.073, -1.515], [-1.336, 1.024, -1.654], [-1.746, -0.378, -0.468], [-2.197, 2.365, 0.011], [-2.817, 1.113, 1.104], [-3.731, 1.562, -0.044]], "forces_ev_per_angstrom": [[-1.793, 0.155, 0.065], [2.993, -3.686, -1.062], [-0.019, -0.804, -0.209], [0.212, -1.021, 0.045], [1.427, 2.193, 0.468], [0.719, 0.448, 0.546], [-2.298, 0.221, -0.887], [-1.256, 2.496, 1.030], [0.181, -0.329, -0.843], [5.244, 1.134, 1.017], [-0.374, 0.671, -0.933], [-1.488, -1.204, 1.356], [1.505, -0.272, 0.536], [-0.950, -0.594, 0.374], [1.032, -0.626, 0.152], [-5.136, 1.216, -1.656]]}

=====

No. 2
{"formula": "C3HN2O4", "method": "ωB97M-V/def2-TZVPD", "elements": ["C", "C", "C", "N", "N", "O", "O", "O", "O", "H"], "coordinates": [[-0.397, 1.143, -0.640], [0.271, -0.118, -0.509], [0.936, -1.070, -1.267], [0.012, -0.876, 1.548], [-0.685, -0.354, 2.262], [1.128, -1.755, -2.227], [-1.625, 0.233, 2.740], [1.793, -0.408, -0.446], [-1.610, 1.090, -0.998], [0.178, 2.117, -0.463]], "forces_ev_per_angstrom": [[-0.765, -1.880, -1.327], [-0.338, 1.463, -0.436], [0.460, 1.832, -0.541], [0.480, -0.216, 1.584], [-0.746, -0.764, -0.609], [-0.342, -1.037, -0.040], [0.248, 0.451, 0.321], [0.140, -0.026, 0.290], [1.499, 1.152, 0.622], [-0.637, -0.976, 0.134]], "charge": -1}

=====

No. 3
{"formula": "C3H6NOP", "method": "ωB97M-V/def2-TZVPD", "elements": ["C", "C", "C", "N", "P", "O", "H", "H", "H", "H", "H", "H"], "coordinates": [[-0.656, -0.016, 2.179], [-0.128, -0.456, 1.067], [-0.642, -0.131, -0.385], [0.411, 0.245, -1.452], [2.003, -0.304, -1.823], [2.289, 0.572, -2.928], [-0.209, -0.219, 3.120], [-1.555, 0.593, 2.234], [0.887, -0.903, 1.053], [-1.593, 0.538, -0.514], [-0.936, -1.041, -0.676], [0.128, 1.121, -1.876]], "forces_ev_per_angstrom": [[-0.782, 0.408, 0.378], [1.156, 1.647, -2.429], [0.979, 2.448, 0.680], [-0.520, -0.367, 2.235], [-2.937, -0.305, 1.874], [1.621, 1.315, -2.212], [0.382, -0.285, 0.678], [-0.001, -0.154, -0.285], [-0.871, -0.132, 0.146], [2.069, -0.875, 0.660], [-1.588, -3.539, -1.395], [0.491, -0.160, -0.330]]}

=====

No. 4
{"formula": "C27H34N7OSeSiTl", "method": "ωB97M-V/def2-TZVPD", "elements": ["Tl", "C", "N", "C", "C", "N", "N", "C", "N", "N", "H", "H", "H", "H", "H", "H", "H", "H", "H", "H", "H", "C", "N", "C", "C", "N", "C", "C", "Se", "H", "H", "H", "H", "H", "H", "H", "H", "O", "Si", "C", "C", "C", "C", "C", "C", "C", "C", "C", "C", "C", "C", "C", "C", "C", "C", "C", "C", "H", "H", "H", "H", "H", "H", "H", "H", "H", "H", "H", "H", "H", "H", "H"], "coordinates": [[8.764, 15.158, 11.209], [13.330, 15.283, 8.893], [12.755, 16.559, 9.318], [13.647, 17.446, 10.071], [11.411, 16.590, 9.556], [10.625, 15.581, 9.567], [10.970, 17.911, 9.750], [9.678, 18.404, 9.932], [9.642, 19.749, 9.748], [8.660, 17.657, 10.188], [14.336, 15.483, 8.551], [12.779, 14.881, 8.038], [13.359, 14.550, 9.703], [14.699, 17.179, 9.922], [13.442, 17.401, 11.142], [13.616, 18.493, 9.751], [11.077, 14.677, 9.406], [11.690, 18.572, 9.538], [10.508, 20.250, 9.866], [8.816, 20.240, 10.051], [7.837, 18.222, 10.345], [6.105, 17.052, 7.431], [6.063, 15.605, 7.319], [6.211, 14.944, 6.140], [6.223, 13.617, 6.431], [6.044, 13.480, 7.768], [6.063, 12.213, 8.488], [5.956, 14.712, 8.317], [5.686, 15.091, 10.097], [5.994, 17.467, 6.430], [7.069, 17.351, 7.857], [5.299, 17.395, 8.081], [6.309, 15.453, 5.198], [6.291, 12.752, 5.774], [6.335, 11.456, 7.765], [5.075, 12.017, 8.896], [6.825, 12.247, 9.278], [9.392, 12.986, 10.113], [9.586, 11.445, 10.463], [8.963, 10.831, 12.145], [9.454, 11.347, 13.364], [8.799, 11.084, 14.561], [7.611, 10.355, 14.554], [7.120, 9.832, 13.375], [7.798, 10.027, 12.179], [11.405, 11.151, 11.031], [12.292, 12.260, 11.157], [13.640, 12.040, 11.291], [14.139, 10.726, 11.479], [13.257, 9.645, 11.547], [11.900, 9.846, 11.366], [9.219, 10.161, 9.124], [9.074, 10.597, 7.809], [8.842, 9.690, 6.771], [8.773, 8.327, 7.038], [8.894, 7.879, 8.355], [9.130, 8.779, 9.376], [10.343, 11.970, 13.408], [9.178, 11.449, 15.499], [7.060, 10.222, 15.482], [6.198, 9.301, 13.403], [7.394, 9.591, 11.274], [11.891, 13.266, 11.106], [14.344, 12.869, 11.357], [15.209, 10.577, 11.617], [13.624, 8.644, 11.777], [11.241, 9.002, 11.454], [9.147, 11.657, 7.591], [8.778, 10.065, 5.755], [8.611, 7.617, 6.218], [8.826, 6.822, 8.572], [9.271, 8.415, 10.382]], "forces_ev_per_angstrom": [[-0.114, -0.354, -0.447], [-0.172, 0.349, -0.125], [0.574, -0.322, -0.211], [0.376, 0.281, 0.041], [0.132, 0.755, 0.104], [-0.407, -0.349, 0.061], [-0.348, -1.047, 0.209], [0.009, -0.474, -0.119], [0.081, 0.348, 0.125], [0.668, -0.107, -0.087], [0.194, -0.076, -0.002], [-0.019, 0.024, 0.205], [0.019, -0.095, 0.007], [-0.388, -0.280, -0.085], [-0.003, 0.039, 0.044], [-0.226, -0.091, -0.048], [-0.188, 0.428, 0.092], [-0.087, 0.341, -0.099], [-0.151, 0.234, -0.047], [0.072, 0.024, 0.009], [-0.207, 0.117, 0.018], [0.087, 0.365, 0.285], [0.038, -0.079, -0.522], [0.163, 0.078, -0.071], [-0.209, -0.847, -0.560], [0.330, 0.492, -0.032], [0.090, -0.007, 0.266], [-0.005, -0.159, 0.446], [0.116, 0.015, 0.308], [-0.036, 0.005, 0.168], [-0.170, -0.027, -0.067], [0.069, -0.003, -0.134], [-0.009, 0.005, 0.005], [0.044, 0.362, 0.233], [-0.009, -0.237, 0.009], [0.024, -0.064, 0.084], [-0.269, 0.060, -0.232], [-0.157, -0.512, 0.176], [0.225, 0.242, -0.472], [-0.644, 0.113, 0.378], [-0.112, -0.111, 0.150], [-0.338, -0.169, -0.340], [0.336, 0.331, 0.446], [0.394, 0.262, -0.313], [0.368, 0.146, 0.168], [0.797, -0.431, 0.364], [-0.262, -0.347, 0.125], [0.306, -0.207, 0.371], [-0.302, 0.156, -0.054], [0.106, -0.136, -0.053], [0.308, 0.747, -0.157], [-0.091, 0.153, 0.342], [-0.149, -0.229, -0.151], [0.306, 0.131, 0.121], [-0.237, 0.006, -0.112], [0.084, -0.089, -0.406], [0.110, 0.579, -0.088], [-0.045, -0.077, -0.198], [0.159, 0.182, 0.108], [0.137, -0.095, -0.149], [-0.543, -0.419, -0.160], [0.060, 0.071, -0.035], [-0.006, -0.070, -0.117], [-0.197, -0.123, -0.210], [-0.262, 0.007, 0.028], [-0.040, 0.292, -0.139], [-0.304, -0.094, -0.036], [0.015, 0.032, -0.026], [-0.069, -0.147, 0.032], [0.068, 0.278, 0.400], [0.016, -0.027, 0.003], [-0.105, -0.149, 0.170]], "charge": 2}

=====

No. 5
{"formula": "C2H3N2O2S", "method": "ωB97M-V/def2-TZVPD", "elements": ["C", "C", "N", "N", "O", "O", "S", "H", "H", "H"], "coordinates": [[0.465, -1.852, 0.203], [-0.063, -0.331, -0.378], [0.861, -2.915, 0.525], [-1.438, -0.049, -0.066], [1.795, 1.795, -0.657], [0.386, 1.610, 1.359], [1.402, 0.958, 0.486], [0.027, -0.302, -1.529], [-1.971, 0.480, -0.740], [-1.467, 0.604, 0.797]], "forces_ev_per_angstrom": [[-0.553, -0.029, -0.911], [1.197, -1.558, -0.826], [-0.913, 2.823, -0.644], [0.252, 1.131, 2.778], [0.168, 0.092, -0.254], [0.369, 0.158, 0.294], [-2.005, -0.568, -0.309], [0.449, -0.504, 1.882], [0.568, -0.201, -0.631], [0.469, -1.344, -1.379]], "charge": -1}

=====

No. 6
{"formula": "C20H22F12N2O6Sn", "method": "ωB97M-V/def2-TZVPD", "elements": ["Sn", "O", "C", "C", "N", "C", "C", "O", "O", "C", "C", "O", "O", "H", "H", "H", "H", "H", "H", "H", "H", "H", "C", "C", "C", "C", "H", "H", "H", "H", "H", "H", "H", "H", "H", "F", "C", "F", "F", "C", "O", "C", "F", "F", "F", "C", "F", "F", "F", "F", "C", "F", "F", "C", "C", "C", "N", "C", "C", "H", "H", "H", "H"], "coordinates": [[-0.774, -1.274, 0.255], [1.212, -0.859, 1.464], [1.579, -0.108, 2.622], [1.463, -0.859, 3.948], [0.116, -1.194, 4.390], [-0.685, -0.237, 4.910], [-1.752, 0.732, 3.563], [-2.379, 1.530, 4.182], [-1.474, 0.265, 2.489], [-0.414, -2.540, 4.153], [-0.083, -2.980, 2.718], [1.022, -3.452, 2.504], [-0.995, -2.719, 1.847], [1.717, -1.689, 1.405], [0.952, 0.779, 2.609], [2.622, 0.203, 2.516], [1.916, -0.218, 4.710], [2.038, -1.783, 3.898], [-0.180, 0.630, 5.322], [-1.542, -0.589, 5.471], [-1.489, -2.509, 4.311], [0.050, -3.238, 4.852], [-1.521, 2.033, -4.577], [-1.717, 1.511, -3.142], [-3.196, 1.251, -2.864], [-0.894, 0.294, -2.911], [-2.102, 2.945, -4.734], [-1.852, 1.287, -5.302], [-0.472, 2.255, -4.775], [-1.368, 2.302, -2.467], [-3.584, 0.494, -3.551], [-3.787, 2.159, -2.996], [-3.347, 0.886, -1.846], [0.165, 0.371, -2.711], [-1.278, -0.687, -3.163], [2.810, -3.326, 0.387], [2.193, -4.070, -0.545], [3.141, -4.768, -1.184], [1.397, -4.935, 0.076], [1.383, -3.146, -1.509], [0.735, -2.174, -0.841], [0.354, -4.010, -2.300], [-0.700, -4.289, -1.525], [-0.107, -3.333, -3.361], [0.862, -5.164, -2.739], [2.379, -2.478, -2.513], [3.448, -2.000, -1.857], [2.817, -3.321, -3.455], [1.807, -1.445, -3.132], [-1.132, 6.361, -0.073], [-0.083, 5.764, -0.653], [1.028, 6.371, -0.205], [-0.162, 6.006, -1.973], [-0.051, 4.283, -0.380], [-1.195, 3.606, -0.001], [-1.106, 2.235, 0.196], [0.026, 1.551, 0.048], [1.116, 2.216, -0.329], [1.130, 3.582, -0.555], [-2.134, 4.122, 0.142], [-1.978, 1.664, 0.489], [2.015, 1.624, -0.458], [2.041, 4.082, -0.854]], "forces_ev_per_angstrom": [[-0.024, -0.071, -0.022], [0.047, 0.036, 0.008], [-0.023, -0.019, -0.004], [0.022, -0.019, 0.055], [-0.173, 0.055, -0.102], [0.137, -0.080, 0.107], [0.009, 0.021, -0.180], [-0.012, -0.006, 0.029], [-0.078, 0.055, 0.072], [0.061, 0.020, 0.009], [-0.021, 0.002, 0.132], [-0.005, 0.012, 0.037], [0.010, 0.070, -0.141], [-0.036, -0.044, 0.001], [-0.018, -0.004, 0.019], [0.001, 0.016, 0.005], [0.001, -0.003, 0.003], [0.005, -0.007, 0.006], [0.022, -0.008, -0.021], [0.000, -0.023, -0.002], [-0.004, -0.016, -0.010], [0.024, -0.004, -0.008], [-0.011, -0.009, 0.017], [0.002, 0.020, -0.025], [0.027, 0.010, 0.019], [0.029, -0.037, 0.023], [0.001, 0.002, -0.001], [-0.003, 0.004, -0.004], [-0.001, -0.001, -0.003], [0.007, -0.022, -0.024], [0.000, -0.007, 0.006], [-0.009, -0.003, -0.008], [-0.013, 0.003, 0.002], [0.007, -0.005, -0.009], [-0.021, 0.003, -0.019], [0.036, -0.002, -0.046], [0.028, 0.046, 0.058], [-0.003, -0.008, -0.027], [-0.019, 0.002, -0.035], [-0.128, -0.072, -0.161], [0.193, 0.150, 0.207], [0.059, 0.009, -0.004], [-0.025, -0.009, 0.007], [-0.016, 0.006, -0.017], [0.002, -0.017, 0.002], [0.005, -0.009, 0.025], [0.001, -0.008, -0.015], [-0.002, -0.027, 0.022], [-0.030, 0.021, -0.007], [-0.013, -0.003, -0.001], [0.005, -0.002, 0.002], [0.002, -0.005, -0.007], [-0.002, 0.006, 0.000], [-0.012, 0.029, -0.008], [-0.019, -0.015, 0.035], [0.144, 0.074, -0.015], [-0.211, 0.037, 0.001], [0.059, -0.101, -0.014], [0.021, -0.020, -0.009], [-0.003, -0.001, 0.002], [-0.040, -0.020, 0.033], [0.004, 0.000, 0.017], [0.001, -0.006, -0.006]]}

=====

The records above give, respectively, energy above the lowest of the compared OMol25 structures with the same formula, charge and spin values of 159.12; 609.08; 59.67; 100.12; 65.07; 358.64 kJ/mol.